## a
# H10O5

A 5-piece molecular cluster, H10O5 overall (the ωB97M-V functional and the def2-TZVPD basis, the OMol25 dataset).

The geometry in ORCA input format:
```
! wB97M-V def2-TZVPD RIJCOSX def2/J DEFGRID3
* xyz 0 1
O -0.17 -0.38 -0.80
H -0.91 -0.98 -0.71
H -0.61 0.41 -1.19
O -0.88 2.29 -1.58
H -1.61 2.64 -1.07
H -0.05 2.55 -1.15
O 2.75 0.55 -1.25
H 1.94 0.32 -0.84
H 2.54 1.47 -1.55
O -1.62 -1.91 1.36
H -2.36 -2.49 1.49
H -2.11 -1.09 1.29
O 1.21 -0.76 1.97
H 0.56 -1.17 1.37
H 1.32 -1.44 2.64
*
```

Its HOMO energy is -0.3946 Ha. As for the SMILES: O.O.O.O.O. For the orbital gap, the calculation gives 10.89 eV. For the LUMO energy, the calculation gives 0.005 hartree.

***

## b
# H10O5

A 5-piece molecular cluster, H10O5 overall (the ωB97M-V functional and the def2-TZVPD basis, the OMol25 dataset).

The geometry in ORCA input format:
```
! wB97M-V def2-TZVPD RIJCOSX def2/J DEFGRID3
* xyz 0 1
O -1.55 2.26 0.38
H -0.90 1.53 0.15
H -1.11 2.80 -0.22
O -0.11 -0.31 0.17
H 0.48 0.09 -0.39
H -0.25 -1.34 -0.13
O 0.22 0.23 2.87
H -0.42 0.92 3.12
H -0.11 -0.21 2.08
O 1.29 1.16 -1.62
H 2.24 0.95 -1.87
H 0.93 1.67 -2.42
O 0.10 -3.16 -0.53
H -0.08 -2.94 -1.38
H -0.72 -3.64 -0.21
*
```

Its HOMO energy is -0.3747 Ha. As for the SMILES: O.O.O.O.O. For the orbital gap, the calculation gives 10.27 eV. For the LUMO energy, the calculation gives 0.003 hartree.

***

## c
# H10O5

A 5-piece molecular cluster, H10O5 overall (the ωB97M-V functional and the def2-TZVPD basis, the OMol25 dataset).

The geometry in ORCA input format:
```
! wB97M-V def2-TZVPD RIJCOSX def2/J DEFGRID3
* xyz 0 1
O -0.56 1.69 -0.55
H -1.46 1.45 -0.31
H -0.10 1.75 0.30
O 3.53 0.02 -0.82
H 4.11 0.79 -0.78
H 4.12 -0.73 -0.76
O -1.81 -1.34 -0.62
H -1.36 -1.29 0.23
H -2.71 -1.61 -0.40
O -3.88 0.45 0.21
H -4.75 0.04 0.14
H -3.37 -0.16 0.76
O 2.73 0.01 1.01
H 2.03 -0.50 0.58
H 3.49 -0.58 1.01
*
```

Its HOMO energy is -0.3278 Ha. As for the SMILES: O.O.O.O.O. For the orbital gap, the calculation gives 9.18 eV. For the LUMO energy, the calculation gives 0.009 hartree.

***

## d
# H10O5

A 5-piece molecular cluster, H10O5 overall (the ωB97M-V functional and the def2-TZVPD basis, the OMol25 dataset).

The geometry in ORCA input format:
```
! wB97M-V def2-TZVPD RIJCOSX def2/J DEFGRID3
* xyz 0 1
O -0.23 -1.20 0.83
H 0.74 -1.42 0.50
H -0.31 -1.65 1.71
O 2.08 -1.07 -0.24
H 2.01 -0.06 -0.10
H 1.87 -1.07 -1.26
O 1.43 1.46 -0.47
H 1.81 2.17 0.08
H 0.47 1.58 -0.41
O -1.01 1.60 0.65
H -1.71 1.40 -0.05
H -0.65 0.69 0.93
O -2.08 -0.49 -0.98
H -2.95 -1.06 -0.87
H -1.49 -0.89 -0.33
*
```

Its HOMO energy is -0.4091 Ha. As for the SMILES: O.O.O.O.O. For the orbital gap, the calculation gives 11.69 eV. For the LUMO energy, the calculation gives 0.021 hartree.

***

Relative stability in kcal/mol, measured from the most stable structure: a 8.6; b 24.4; c 59.3; d 0.0

***

## a
# C3H4O3S

C3H4O3S as an isolated structure (the ωB97M-V functional and the def2-TZVPD basis, the OMol25 dataset).

The geometry in ORCA input format:
```
! wB97M-V def2-TZVPD RIJCOSX def2/J DEFGRID3
* xyz 0 1
C -0.13 0.72 -0.06
C 0.16 1.89 -0.18
C -0.28 -0.70 0.12
O -1.52 0.70 -2.16
O 0.87 1.03 -2.76
O -0.60 2.94 -2.18
S -0.35 1.51 -2.20
H 0.51 2.87 -0.32
H -0.07 -0.75 1.18
H 0.44 -1.09 -0.62
H -1.38 -0.88 -0.18
*
```

Its HOMO energy is -0.4059 Ha. For the orbital gap, the calculation gives 11.48 eV. For the LUMO energy, the calculation gives 0.016 hartree.

***

## b
# C3H4O3S

One molecule with the formula C3H4O3S (the ωB97M-V functional and the def2-TZVPD basis, the OMol25 dataset).

The geometry in ORCA input format:
```
! wB97M-V def2-TZVPD RIJCOSX def2/J DEFGRID3
* xyz 0 1
O -2.45 -1.37 -0.17
C -1.69 -0.41 -0.07
O -2.06 0.84 -0.20
C -0.19 -0.58 0.20
O 0.53 0.71 0.01
C 1.85 0.64 -0.07
S 2.79 -0.71 -0.17
H -1.30 1.51 -0.17
H 0.16 -1.21 -0.55
H 0.06 -1.01 1.20
H 2.31 1.61 -0.02
*
```

Its HOMO energy is -0.3501 Ha. As for the SMILES: O=C(O)COC=S. For the orbital gap, the calculation gives 9.37 eV. For the LUMO energy, the calculation gives -0.006 hartree.

***

## c
# C3H4O3S

C3H4O3S as an isolated structure (the ωB97M-V functional and the def2-TZVPD basis, the OMol25 dataset).

The geometry in ORCA input format:
```
! wB97M-V def2-TZVPD RIJCOSX def2/J DEFGRID3
* xyz 0 1
C 0.49 0.46 0.65
C 0.08 -0.01 1.83
C 0.28 0.47 -0.83
O 2.80 1.96 1.56
O 0.79 0.64 2.84
O -0.69 -1.06 2.16
S 1.38 1.93 1.69
H -0.29 -0.44 -1.12
H 1.31 0.82 -1.27
H -0.39 1.27 -1.08
H -0.51 -1.30 3.13
*
```

Its HOMO energy is -0.3272 Ha. For the orbital gap, the calculation gives 9.32 eV. For the LUMO energy, the calculation gives 0.016 hartree.

***

Relative stability in kcal/mol, measured from the most stable structure: a 72.4; b 0.0; c 49.7

***

## a
# C3H10N3

An isolated ion of composition C3H10N3 and charge +1 (the ωB97M-V functional and the def2-TZVPD basis, the OMol25 dataset).

The geometry in ORCA input format:
```
! wB97M-V def2-TZVPD RIJCOSX def2/J DEFGRID3
* xyz 1 1
N -1.02 0.79 1.67
C -0.65 -0.13 0.60
C -1.25 -0.05 -0.86
C 0.15 -0.19 -1.43
N 0.61 0.19 -0.07
N 1.93 -0.26 0.35
H -2.08 0.66 1.75
H -0.71 1.71 1.60
H -0.72 -1.21 0.86
H -1.71 0.98 -1.03
H -2.07 -0.80 -1.07
H 0.35 -1.22 -1.74
H 0.50 0.45 -2.12
H 1.94 -1.29 0.40
H 2.12 0.21 1.37
H 2.60 0.15 -0.29
*
```

Its HOMO energy is -0.4919 Ha. As for the SMILES: N[C@H]1CCN1[NH3+]. For the orbital gap, the calculation gives 9.56 eV. For the LUMO energy, the calculation gives -0.140 hartree.

***

## b
# C3H10N3

An isolated ion of composition C3H10N3 and charge +1 (the ωB97M-V functional and the def2-TZVPD basis, the OMol25 dataset).

The geometry in ORCA input format:
```
! wB97M-V def2-TZVPD RIJCOSX def2/J DEFGRID3
* xyz 1 1
C 0.37 0.10 2.45
N 0.92 0.55 1.11
N -0.12 0.48 0.18
C -0.06 -0.12 -0.98
C -1.32 -0.31 -1.84
N 1.06 -0.72 -1.39
H 0.98 0.38 3.28
H -0.68 0.58 2.54
H 0.06 -0.88 2.46
H 1.27 1.50 1.24
H -0.96 1.07 0.26
H -2.04 0.44 -1.41
H -1.61 -1.37 -1.61
H -0.96 -0.22 -2.87
H 1.06 -0.99 -2.40
H 2.03 -0.51 -1.03
*
```

Its HOMO energy is -0.5343 Ha. As for the SMILES: CNNC(C)=[NH2+]. For the orbital gap, the calculation gives 11.30 eV. For the LUMO energy, the calculation gives -0.119 hartree.

***

## c
# C3H10N3

A 2-piece molecular cluster, C3H10N3 overall (the ωB97M-V functional and the def2-TZVPD basis, the OMol25 dataset).

The geometry in ORCA input format:
```
! wB97M-V def2-TZVPD RIJCOSX def2/J DEFGRID3
* xyz 1 1
C -0.39 0.35 2.61
C 0.03 -0.74 1.99
C 0.36 -0.62 0.53
N 1.33 -1.35 0.00
N -0.45 0.09 -0.24
N -0.58 0.95 -2.74
H -0.44 0.46 3.65
H -0.22 1.22 2.03
H 0.03 -1.69 2.55
H 2.03 -1.68 0.72
H 1.40 -1.42 -0.95
H -0.33 0.27 -1.22
H -1.04 0.85 0.26
H -1.35 1.67 -2.82
H -0.79 0.33 -3.56
H 0.41 1.32 -2.80
*
```

Its HOMO energy is -0.5348 Ha. For the orbital gap, the calculation gives 10.72 eV. For the LUMO energy, the calculation gives -0.141 hartree.

***

Relative stability in kcal/mol, measured from the most stable structure: a 53.4; b 9.0; c 0.0

***

## a
# C3H10N3

An isolated ion of composition C3H10N3 and charge +1 (the ωB97M-V functional and the def2-TZVPD basis, the OMol25 dataset).

The geometry in ORCA input format:
```
! wB97M-V def2-TZVPD RIJCOSX def2/J DEFGRID3
* xyz 1 1
N 2.39 0.10 0.45
N 1.34 0.00 -0.31
C 0.25 1.08 -0.48
C -0.75 -0.20 -0.58
N -2.05 -0.22 0.29
C 0.33 -1.06 0.06
H 2.32 0.72 1.32
H 3.20 0.17 -0.18
H 0.20 1.68 -1.47
H 0.06 1.70 0.45
H -1.12 -0.51 -1.55
H -2.54 0.75 0.36
H -1.68 -0.34 1.29
H -2.70 -0.76 -0.21
H 0.15 -1.08 1.11
H 0.58 -2.01 -0.55
*
```

Its HOMO energy is -0.4733 Ha. As for the SMILES: NN1CC([NH3+])C1. For the orbital gap, the calculation gives 9.01 eV. For the LUMO energy, the calculation gives -0.142 hartree.

***

## b
# C3H10N3

A 2-piece molecular cluster, C3H10N3 overall (the ωB97M-V functional and the def2-TZVPD basis, the OMol25 dataset).

The geometry in ORCA input format:
```
! wB97M-V def2-TZVPD RIJCOSX def2/J DEFGRID3
* xyz 1 1
C 1.06 -0.25 -1.08
C 1.68 -1.10 -2.14
C -2.07 0.64 2.63
N 0.82 -0.73 0.09
N 1.33 1.04 -1.29
N -2.07 0.28 1.28
H 0.95 -1.97 -2.50
H 2.46 -1.59 -1.61
H 1.92 -0.57 -3.10
H -1.21 0.16 3.14
H -2.39 1.66 2.99
H -2.92 0.07 3.09
H 0.56 -1.66 0.29
H 1.59 1.48 -2.16
H 1.08 1.63 -0.50
H -2.79 0.90 0.88
*
```

Its HOMO energy (alpha / beta) is -0.5144 / -0.4733 Ha. For the orbital gap (alpha / beta), the calculation gives 10.27 / 4.94 eV. For the LUMO energy (alpha / beta), the calculation gives -0.137 / -0.292 hartree.

***

Relative stability in kcal/mol, measured from the most stable structure: a 0.0; b 33.6